1.
A structure of composition C2H3NO in a non-equilibrium geometry, computed with ωB97M-V/def2-TZVPD.

Calculated values
- Electronic energy: -207.75850 hartree
- <S²>: 2.01
- Frontier orbital gap (alpha / beta): 10.15 / 7.85 eV
- E_LUMO (alpha / beta): 0.618 / -3.665 eV
- Spin multiplicity: 3
- HOMO (alpha / beta): -9.533 / -11.516 eV

XYZ file:
```
7
C2H3NO (ωB97M-V/def2-TZVPD)
C -1.754 -0.041 -0.103
C 0.899 -0.043 -0.006
N -2.718 0.511 0.096
O -0.103 -0.953 -0.073
H 0.801 0.812 0.665
H 1.243 0.307 -0.998
H 1.632 -0.594 0.419
```

2.
The molecule C2H3NO in a non-equilibrium geometry, computed with ωB97M-V/def2-TZVPD.

Calculated values
- Electronic energy: -207.78722 hartree
- <S²>: 2.01
- Frontier orbital gap (alpha / beta): 8.40 / 10.50 eV
- E_LUMO (alpha / beta): 1.093 / -0.807 eV
- Spin multiplicity: 3
- HOMO (alpha / beta): -7.303 / -11.307 eV

XYZ file:
```
7
C2H3NO (ωB97M-V/def2-TZVPD)
C 0.710 0.197 -0.852
C -0.660 0.154 1.326
N 0.908 -0.190 -1.971
O 0.196 -0.131 0.331
H -1.234 1.010 1.267
H -0.181 -0.012 2.204
H 0.262 -1.027 -2.305
```

3.
A cluster of 2 separate species, C2H3NO2 in total in a non-equilibrium geometry, computed with ωB97M-V/def2-TZVPD.

Calculated values
- Electronic energy: -283.06030 hartree
- Frontier orbital gap (alpha / beta): 8.93 / 6.41 eV
- E_LUMO (alpha / beta): -0.221 / -1.512 eV
- Spin multiplicity: 1
- HOMO (alpha / beta): -9.151 / -7.925 eV

XYZ file:
```
8
C2H3NO2 (ωB97M-V/def2-TZVPD)
C 0.369 -0.463 -0.052
C 0.281 0.903 0.149
N 1.400 3.433 0.018
O 2.391 3.786 0.446
O 1.080 1.585 0.832
H -0.566 -0.997 -0.486
H 1.203 -1.188 0.101
H -0.741 1.498 0.080
```

4.
The molecule C2H3NO2 in a non-equilibrium geometry, computed with ωB97M-V/def2-TZVPD.

Calculated values
- Electronic energy: -283.19692 hartree
- Frontier orbital gap: 10.93 eV
- E_LUMO: 0.372 eV
- Spin multiplicity: 1
- HOMO: -10.553 eV

XYZ file:
```
8
C2H3NO2 (ωB97M-V/def2-TZVPD)
C 1.209 0.135 -0.059
C -1.235 0.167 0.037
H 1.512 1.184 -0.495
H -0.120 -1.455 0.400
H -1.322 1.382 0.316
N -0.096 -0.373 0.168
O 2.273 -0.516 -0.125
O -2.221 -0.524 -0.243
```

5.
The molecule C2H3NO2 in a non-equilibrium geometry, computed with ωB97M-V/def2-TZVPD.

Calculated values
- Electronic energy: -283.11969 hartree
- Frontier orbital gap: 10.85 eV
- E_LUMO: 0.391 eV
- Spin multiplicity: 1
- HOMO: -10.454 eV

XYZ file:
```
8
C2H3NO2 (ωB97M-V/def2-TZVPD)
C 1.745 -0.242 -0.074
C -1.610 0.291 0.028
H 2.298 -1.258 0.005
H 1.907 0.728 0.112
H -2.181 1.178 -0.027
N 0.458 -0.470 0.046
O -0.324 0.532 -0.051
O -2.293 -0.760 -0.038
```

6.
The molecule C2H3NO2 in a non-equilibrium geometry, computed with ωB97M-V/def2-TZVPD.

Calculated values
- Electronic energy: -283.16688 hartree
- Frontier orbital gap: 11.25 eV
- E_LUMO: 0.952 eV
- Spin multiplicity: 1
- HOMO: -10.300 eV

XYZ file:
```
8
C2H3NO2 (ωB97M-V/def2-TZVPD)
N 0.333 1.765 0.976
C 0.264 0.715 0.291
O -0.913 -0.069 0.369
C -0.830 -1.233 -0.360
O 0.182 -1.530 -0.965
H 1.233 2.223 0.810
H 1.009 0.303 -0.389
H -1.278 -2.174 -0.733
```

7.
The molecule C2H3NO2 in a non-equilibrium geometry, computed with ωB97M-V/def2-TZVPD.

Calculated values
- Electronic energy: -283.14995 hartree
- Frontier orbital gap: 11.14 eV
- E_LUMO: 0.483 eV
- Spin multiplicity: 1
- HOMO: -10.660 eV

XYZ file:
```
8
C2H3NO2 (ωB97M-V/def2-TZVPD)
C 0.906 0.189 -1.417
C -0.967 -0.174 1.434
H 1.082 0.931 -2.230
H 1.617 -0.821 -1.348
H -1.107 -1.077 2.021
N -0.095 0.509 -0.576
O -0.262 -0.536 0.323
O -1.173 0.978 1.793
```

8.
The molecule C2H3NO2 in a non-equilibrium geometry, computed with ωB97M-V/def2-TZVPD.

Calculated values
- Electronic energy: -283.19985 hartree
- Frontier orbital gap: 11.02 eV
- E_LUMO: 0.585 eV
- Spin multiplicity: 1
- HOMO: -10.440 eV

XYZ file:
```
8
C2H3NO2 (ωB97M-V/def2-TZVPD)
C 0.494 -1.077 0.458
C -0.780 0.709 -0.157
O 1.402 -0.244 0.448
N -0.077 1.396 -0.943
O -0.734 -0.782 0.076
H 0.889 1.050 -1.000
H 0.576 -2.069 0.924
H -1.770 1.016 0.193
```